Record 1
The following is a DFT calculation (the ωB97M-V functional and the def2-TZVPD basis) of a 2-piece molecular cluster, C4H11NO3 overall in a non-equilibrium geometry.

Geometry as XYZ:
```
19
Properties=species:S:1:pos:R:3:nbo_charge:R:1
C -0.431 -0.355 -0.729 0.0734
C -1.155 0.963 -0.151 -0.0725
C -0.561 -0.360 -2.251 -0.6366
O -0.955 -1.539 -0.152 -0.7262
O -0.402 2.114 -0.264 -0.7439
H -1.879 -1.613 -0.410 0.4622
H 0.484 1.979 0.219 0.5038
H 0.634 -0.353 -0.485 0.1667
H -1.428 0.740 0.892 0.1460
H -2.069 1.134 -0.728 0.1677
H -0.032 -1.205 -2.682 0.2095
H -1.609 -0.423 -2.541 0.1938
H -0.155 0.565 -2.648 0.2269
N 1.787 -0.937 1.954 -0.7941
C 1.451 0.359 2.046 0.5418
O 1.705 1.201 1.199 -0.6514
H 2.145 -1.295 1.080 0.4069
H 1.480 -1.602 2.645 0.4032
H 0.989 0.627 3.008 0.1229
```

Results
HOMO energy ... -9.3 eV
HOMO-LUMO gap ... 10.019 eV
Charge ... 0
Energy relative to the best compared isomer or geometry (same formula, charge and spin) ... 120.0 kJ/mol

Record 2
The following is a DFT calculation (the ωB97M-V functional and the def2-TZVPD basis) of a 2-piece molecular cluster, C4H11NO3 overall in a non-equilibrium geometry.

Geometry as XYZ:
```
19
Properties=species:S:1:pos:R:3:nbo_charge:R:1
C -0.359 1.584 -1.757 -0.4237
N 0.236 0.229 -1.456 -0.6120
C -0.162 -0.408 -0.250 -0.1814
C -1.627 -1.004 -0.352 -0.0809
O -1.820 -1.850 0.714 -0.7054
C 0.073 0.574 0.935 0.4365
O 1.166 0.881 1.308 -0.5329
H -1.370 1.393 -2.248 0.1965
H -0.479 2.165 -0.860 0.1686
H 0.356 1.962 -2.467 0.2136
H 1.245 0.424 -1.416 0.3605
H 0.622 -1.278 -0.118 0.2377
H -1.855 -1.709 -1.190 0.2069
H -2.494 -0.307 -0.432 0.1637
H -1.706 -1.354 1.584 0.4539
H -0.758 0.759 1.516 0.0992
H 2.619 -0.871 2.802 0.4590
H 2.942 -0.314 1.521 0.4740
O 3.372 -0.874 2.168 -0.9337
```

Results
HOMO energy ... -9.3 eV
HOMO-LUMO gap ... 9.428 eV
Charge ... 0
Energy relative to the best compared isomer or geometry (same formula, charge and spin) ... 315.0 kJ/mol

Record 3
The following is a DFT calculation (the ωB97M-V functional and the def2-TZVPD basis) of a 4-piece molecular cluster, C4H11NO3 overall in a non-equilibrium geometry.

Geometry as XYZ:
```
19
Properties=species:S:1:pos:R:3:lowdin_spin:R:1
C 0.309 1.878 2.130 0.0643
C 1.502 1.122 2.143 0.3254
N 1.765 0.636 0.910 0.0422
C 0.821 1.124 0.053 0.3606
C -0.099 1.927 0.817 0.1467
H -0.085 2.247 3.056 0.0000
H 2.280 0.947 2.877 0.0123
H 2.577 0.078 0.693 -0.0018
H 0.695 0.822 -0.968 0.0106
H -0.787 2.644 0.399 0.0029
H -2.203 -2.942 -1.155 0.0000
H -1.449 -2.475 -2.463 0.0000
O -2.256 -2.363 -1.912 0.0013
H -2.029 -0.407 -0.254 0.0000
H -1.080 -1.496 0.424 0.0007
O -1.112 -0.648 -0.037 0.0351
H -0.160 -1.218 -1.651 -0.0002
H 0.510 -1.321 -3.232 0.0000
O 0.189 -1.708 -2.426 -0.0002
```

Results
HOMO energy (alpha / beta) ... -13.6 / -13.6 eV
2S+1 ... 2
HOMO-LUMO gap (alpha / beta) ... 10.016 / 6.283 eV
Charge ... +1
Energy relative to the best compared isomer or geometry (same formula, charge and spin) ... 66.2 kJ/mol

Record 4
The following is a DFT calculation (the ωB97M-V functional and the def2-TZVPD basis) of a 3-piece molecular cluster, C4H11NO4 overall in a non-equilibrium geometry.

Geometry as XYZ:
```
20
Properties=species:S:1:pos:R:3:nbo_charge:R:1
O -2.927 0.977 0.394 -0.5863
C -2.077 0.676 1.196 0.5287
N -0.782 1.040 1.087 -0.6375
C 0.293 0.459 1.908 -0.2048
C 1.482 0.081 1.045 -0.5251
C 0.991 -0.739 -0.114 0.4413
O 0.919 -1.949 -0.059 -0.5556
H -2.336 0.115 2.113 0.1105
H -0.496 1.866 0.590 0.4021
H -0.120 -0.425 2.384 0.2115
H 0.547 1.166 2.694 0.1990
H 2.247 -0.463 1.590 0.2415
H 2.011 0.950 0.670 0.2220
H 0.607 -0.288 -1.035 0.1544
H -0.241 1.998 -2.591 0.4801
H 0.795 1.122 -3.321 0.4763
O 0.644 1.625 -2.506 -0.9509
H -0.219 -2.518 -2.720 0.4599
H -0.506 -2.764 -1.215 0.4900
O -0.834 -2.929 -2.111 -0.9571
```

Results
HOMO energy ... -10.0 eV
HOMO-LUMO gap ... 10.369 eV
Charge ... 0
Energy relative to the best compared isomer or geometry (same formula, charge and spin) ... 109.5 kJ/mol

Record 5
The following is a DFT calculation (the ωB97M-V functional and the def2-TZVPD basis) of C4H11NOP as an isolated structure in a non-equilibrium geometry.

Geometry as XYZ:
```
18
Properties=species:S:1:pos:R:3:nbo_charge:R:1
C -1.993 0.459 -0.345 0.0650
C -0.019 0.157 -0.752 -0.6297
C 2.176 0.499 0.524 -0.7179
C 1.150 -0.365 -0.115 0.4092
N 1.304 -1.655 -0.058 -0.6808
O -2.022 1.464 0.447 -0.6854
P -2.382 -1.193 0.371 0.3307
H 0.051 1.202 -0.975 0.2428
H -2.339 0.733 -1.432 0.2218
H -0.219 -0.537 -1.581 0.2368
H 2.956 0.728 -0.227 0.2783
H 2.915 -0.132 1.246 0.2491
H 1.840 1.561 1.075 0.2928
H 0.701 -2.330 -0.584 0.4384
H -2.342 2.372 0.218 0.5308
H 2.253 -1.865 0.208 0.4168
H -2.208 -0.685 1.674 0.0107
H -3.671 -0.797 0.420 -0.0093
```

Results
HOMO energy ... -13.2 eV
HOMO-LUMO gap ... 8.810 eV
Charge ... +1
Energy relative to the best compared isomer or geometry (same formula, charge and spin) ... 257.6 kJ/mol

Record 6
The following is a DFT calculation (the ωB97M-V functional and the def2-TZVPD basis) of the molecule C4H11NOS in a non-equilibrium geometry.

Geometry as XYZ:
```
18
Properties=species:S:1:pos:R:3:nbo_charge:R:1
C 0.881 1.274 0.891 -0.6320
C 0.056 0.426 -0.094 -0.0476
C 0.842 -0.848 -0.548 -0.4942
S 2.627 -0.565 -0.892 -0.0787
N -1.178 -0.094 0.476 -0.6714
C -2.383 0.632 0.266 0.1124
O -3.505 -0.199 0.553 -0.7235
H 1.385 0.623 1.595 0.2156
H 1.591 1.814 0.262 0.2185
H 0.221 2.011 1.345 0.2135
H -0.205 0.906 -1.036 0.1972
H 0.284 -1.321 -1.352 0.2178
H 0.888 -1.522 0.310 0.2038
H 3.069 -1.839 -0.845 0.1316
H -1.120 -0.530 1.382 0.3771
H -2.457 0.963 -0.771 0.1508
H -2.530 1.480 0.944 0.1436
H -3.323 -1.065 0.130 0.4657
```

Results
HOMO energy ... -9.0 eV
HOMO-LUMO gap ... 9.796 eV
Charge ... 0
Energy relative to the best compared isomer or geometry (same formula, charge and spin) ... 128.2 kJ/mol